Record 1
Computed, not measured: a structure of composition C4H10BrO3P in a non-equilibrium geometry, with ωB97M-V/def2-TZVPD.

Element x y z (Å)
C -1.892 0.827 1.591
C 1.309 0.485 -2.496
C 0.900 -1.834 1.124
C -0.619 0.952 0.825
O -1.284 -0.366 -1.678
O 1.126 0.103 -1.138
O -0.004 -1.756 0.040
P -0.351 -0.282 -0.570
Br -0.349 2.688 -0.096
H -2.752 0.696 1.087
H -1.947 -0.158 2.022
H -2.019 1.556 2.385
H 2.176 1.291 -2.505
H 0.417 1.000 -2.856
H 1.515 -0.401 -3.084
H 1.363 -2.780 0.974
H 0.366 -1.848 2.035
H 1.757 -1.168 0.900
H 0.289 0.995 1.441

Lowest unoccupied orbital energy, eV: 0.654
Electronic energy, a.u.: -3299.53418

=====

Record 2
Computed, not measured: a cluster of 3 separate species, C19H40NO10PS3 in total in a non-equilibrium geometry, with ωB97M-V/def2-TZVPD.

Element x y z (Å)
C 4.572 -0.710 -0.220
C 3.815 0.020 -0.790
C 2.888 0.876 -1.525
C 2.634 0.332 -2.930
C 1.782 1.235 -3.822
C 0.468 1.734 -3.222
C -0.735 1.036 -3.856
O -0.568 -0.369 -3.884
C -0.940 -1.011 -2.689
C -2.441 -1.054 -2.386
N -2.737 -1.211 -0.955
P -0.353 -2.754 -2.875
S -1.069 -3.721 -4.413
O 0.333 3.134 -3.446
C -0.176 3.875 -2.354
C -1.702 4.027 -2.360
C -2.447 3.175 -1.330
C -1.879 3.335 0.055
O -1.672 4.389 0.577
O -1.611 2.148 0.701
H 5.188 -1.341 0.368
H 1.977 0.924 -0.930
H 3.326 1.873 -1.578
H 3.607 0.232 -3.409
H 2.223 -0.676 -2.881
H 1.561 0.720 -4.755
H 2.361 2.121 -4.079
H 0.434 1.545 -2.146
H -0.845 1.383 -4.881
H -1.635 1.324 -3.312
H -0.416 -0.583 -1.823
H -2.907 -0.138 -2.743
H -2.898 -1.880 -2.930
H -3.072 -0.353 -0.543
H -1.951 -1.547 -0.409
H 1.047 -2.694 -2.890
H -0.763 -3.320 -1.660
H 0.270 4.864 -2.419
H 0.178 3.441 -1.413
H -2.075 3.765 -3.347
H -1.966 5.068 -2.192
H -3.489 3.494 -1.290
H -2.459 2.117 -1.589
H -0.849 1.728 0.277
C 0.700 -5.544 3.263
C -0.220 -5.628 2.064
O -1.525 -5.056 2.323
S -1.653 -3.476 2.299
C -3.404 -3.381 2.204
O -1.075 -2.994 1.078
O -1.204 -2.936 3.544
H 0.974 -4.514 3.485
H 1.611 -6.108 3.062
H 0.215 -5.960 4.146
H 0.212 -5.143 1.187
H -0.428 -6.663 1.803
H -3.728 -3.822 1.266
H -3.661 -2.325 2.238
H -3.825 -3.904 3.058
C 0.217 3.481 3.081
C 1.258 3.310 4.162
O 1.409 1.910 4.516
S 2.220 1.005 3.494
C 2.439 -0.388 4.542
O 3.481 1.627 3.227
O 1.374 0.641 2.396
H 0.559 3.023 2.156
H 0.017 4.533 2.884
H -0.716 2.995 3.362
H 2.229 3.705 3.860
H 0.968 3.806 5.085
H 3.052 -0.094 5.389
H 2.941 -1.149 3.949
H 1.462 -0.740 4.862

Energy relative to the best compared isomer or geometry (same formula, charge and spin), kcal/mol: 40.9
Lowest unoccupied orbital energy, eV: 0.410
Electronic energy, a.u.: -3090.91106

=====

Record 3
Computed, not measured: a cluster of 2 separate species, C5H8O2 in total in a non-equilibrium geometry, with ωB97M-V/def2-TZVPD.

Element x y z (Å)
C 0.786 0.310 -0.690
C 1.292 0.825 0.357
C -2.580 -0.933 -1.119
C -1.787 -0.331 -0.073
C 2.876 0.863 0.580
O -2.918 0.251 -0.329
O -1.527 -0.859 1.134
H 1.005 -0.507 -1.358
H 0.826 1.501 1.060
H -2.337 -0.641 -2.101
H -3.204 -1.731 -0.713
H 3.333 1.743 0.191
H 3.185 0.848 1.678
H 3.282 0.092 -0.159
H -2.233 -1.431 1.542

Energy relative to the best compared isomer or geometry (same formula, charge and spin), kcal/mol: 169.6
Lowest unoccupied orbital energy (spin up / spin down), eV: 0.362 / 0.176
Electronic energy, a.u.: -345.53472

=====

Record 4
Computed, not measured: the molecule C4H3N3O2 in a non-equilibrium geometry, with ωB97M-V/def2-TZVPD.

Element x y z (Å)
C 0.806 1.416 0.434
N 0.488 1.649 1.637
N -0.708 0.775 2.159
C -0.979 0.052 1.096
C 0.116 0.098 -0.097
O -0.421 0.361 -1.331
C -0.374 -1.016 -1.881
N 0.355 -1.926 -1.396
O 0.793 -1.144 -0.214
H 1.515 1.801 -0.122
H -1.635 -0.851 1.151
H -1.211 -1.473 -2.773

Energy relative to the best compared isomer or geometry (same formula, charge and spin), kcal/mol: 129.6
Lowest unoccupied orbital energy, eV: -0.430
Electronic energy, a.u.: -468.74374

=====

Record 5
Computed, not measured: a cluster of 2 separate species, C2H9NO2 in total in a non-equilibrium geometry, with ωB97M-V/def2-TZVPD.

Element x y z (Å)
C -1.070 1.754 -1.103
N -1.096 0.381 -0.686
C -2.054 -0.766 -0.989
O -1.620 -1.333 -2.202
H -1.986 1.896 -1.691
H -0.293 1.900 -1.879
H -1.019 2.561 -0.363
H -0.791 0.029 0.207
H -2.020 -1.442 -0.122
H -3.047 -0.312 -0.938
H -0.898 -0.719 -2.379
O 5.266 -0.983 3.833
H 5.222 -1.082 4.790
H 5.404 -1.884 3.523

Energy relative to the best compared isomer or geometry (same formula, charge and spin), kcal/mol: 28.8
Lowest unoccupied orbital energy, eV: 1.038
Electronic energy, a.u.: -286.77244

=====

Record 6
Computed, not measured: a cluster of 17 separate species, C40H113BN9O24 in total in a non-equilibrium geometry, with ωB97M-V/def2-TZVPD.

Element x y z (Å)
O -1.095 -1.597 2.656
C -0.321 -1.008 1.849
O -0.415 -0.834 0.570
B 0.560 0.192 0.201
O 1.571 0.173 1.277
C 0.976 -0.316 2.336
O 1.380 -0.198 3.512
O -0.084 1.516 -0.019
C 0.252 2.030 -1.176
O -0.055 3.171 -1.663
C 0.964 0.878 -1.983
O 1.140 -0.143 -1.124
O 1.207 0.901 -3.196
C 8.952 0.633 0.211
C 7.727 -0.233 0.504
C 7.566 -0.779 1.974
O 8.658 -1.675 2.117
C 8.592 -2.434 3.409
N 6.616 0.622 0.344
H 8.905 1.070 -0.786
H 9.776 -0.044 -0.013
H 9.365 1.231 1.024
H 7.730 -1.092 -0.167
H 6.669 -1.393 2.050
H 7.495 0.045 2.683
H 7.739 -3.108 3.322
H 8.352 -1.695 4.174
H 9.490 -3.034 3.553
H 5.764 0.318 0.794
H 6.408 0.757 -0.635
C -9.622 -8.549 2.500
C -8.595 -8.059 3.600
C -7.914 -6.787 3.193
O -6.953 -6.986 2.189
C -6.283 -5.835 1.820
N -9.390 -7.941 4.811
H -9.147 -8.813 1.555
H -10.375 -7.778 2.340
H -10.267 -9.394 2.739
H -7.911 -8.887 3.785
H -7.403 -6.405 4.077
H -8.609 -6.003 2.893
H -5.446 -5.562 2.463
H -6.980 -4.997 1.798
H -5.811 -6.017 0.855
H -10.000 -7.136 4.776
H -8.844 -7.908 5.660
C 0.486 -0.532 -10.441
C 1.020 -1.786 -9.776
C 2.451 -2.153 -10.271
O 3.030 -3.272 -9.551
C 4.365 -3.633 -10.046
N 0.912 -1.539 -8.378
H 1.020 0.383 -10.185
H -0.582 -0.375 -10.285
H 0.578 -0.704 -11.513
H 0.311 -2.587 -9.985
H 3.043 -1.240 -10.339
H 2.398 -2.360 -11.340
H 5.017 -2.844 -9.673
H 4.464 -3.708 -11.129
H 4.738 -4.627 -9.797
H 1.470 -0.721 -8.177
H 1.526 -2.266 -8.040
C -8.418 6.388 3.945
C -7.536 5.105 3.960
C -6.795 4.852 2.576
O -6.014 3.694 2.746
C -5.426 3.242 1.571
N -6.517 5.259 4.962
H -8.647 6.479 2.883
H -7.773 7.227 4.204
H -9.252 6.329 4.644
H -8.161 4.251 4.222
H -6.093 5.663 2.382
H -7.460 4.811 1.714
H -4.734 2.399 1.580
H -5.023 4.073 0.993
H -6.226 2.968 0.884
H -6.076 4.356 5.060
H -7.059 5.260 5.815
C 7.386 2.024 -5.665
C 8.196 3.332 -5.674
C 8.654 3.821 -7.088
O 9.622 4.862 -7.141
C 10.950 4.378 -6.881
N 7.447 4.331 -5.025
H 7.521 1.439 -4.755
H 7.639 1.301 -6.440
H 6.338 2.176 -5.925
H 9.051 3.151 -5.023
H 7.735 4.083 -7.613
H 8.983 2.885 -7.539
H 11.076 3.418 -7.381
H 11.211 4.400 -5.823
H 11.587 5.139 -7.331
H 8.098 5.103 -5.043
H 7.350 4.156 -4.036
C 0.051 -1.943 11.811
C 1.076 -0.830 12.062
C 0.915 0.534 11.384
O 0.954 0.423 9.963
C 0.988 1.581 9.239
N 1.164 -0.571 13.490
H -0.934 -1.864 12.270
H 0.359 -2.939 12.131
H -0.140 -1.990 10.739
H 1.996 -1.349 11.796
H 1.741 1.225 11.549
H 0.101 1.119 11.812
H 2.013 1.788 8.933
H 0.642 2.472 9.763
H 0.327 1.586 8.373
H 1.260 -1.449 13.980
H 0.211 -0.373 13.760
C 2.238 5.531 -7.905
C 2.100 6.904 -7.389
C 0.751 7.018 -6.619
O 1.033 8.191 -5.786
C -0.264 8.592 -5.314
N 3.291 7.148 -6.690
H 3.101 5.358 -8.548
H 1.466 5.429 -8.667
H 2.295 4.752 -7.144
H 2.012 7.653 -8.176
H 0.609 6.083 -6.076
H -0.045 7.152 -7.352
H -0.218 8.951 -4.286
H -0.985 7.776 -5.363
H -0.698 9.418 -5.877
H 3.623 6.226 -6.444
H 3.985 7.234 -7.418
C -0.573 -6.199 -2.509
C 0.524 -5.194 -2.775
C 1.905 -5.393 -2.094
O 1.750 -5.464 -0.688
C 3.058 -5.779 -0.025
N 0.776 -5.061 -4.240
H -1.004 -6.252 -1.510
H -0.226 -7.177 -2.843
H -1.528 -6.126 -3.030
H 0.147 -4.193 -2.567
H 2.487 -4.477 -2.194
H 2.482 -6.280 -2.356
H 2.823 -5.590 1.023
H 3.929 -5.182 -0.297
H 3.317 -6.837 -0.031
H 1.221 -5.904 -4.571
H -0.141 -5.162 -4.651
C -9.070 -2.347 6.961
C -8.829 -0.977 7.644
C -7.295 -0.544 7.363
O -6.589 -1.185 8.458
C -5.220 -0.951 8.322
N -9.776 -0.081 6.953
H -8.899 -2.411 5.886
H -10.007 -2.866 7.165
H -8.338 -2.971 7.474
H -9.033 -1.027 8.714
H -7.249 0.545 7.342
H -6.967 -1.042 6.451
H -4.899 0.089 8.380
H -4.725 -1.432 7.479
H -4.910 -1.524 9.196
H -9.427 -0.080 6.005
H -10.688 -0.511 6.898
O -2.634 1.576 -6.590
H -3.422 1.085 -6.357
H -2.006 0.907 -6.864
O -2.325 6.696 0.617
H -3.035 6.824 -0.012
H -2.392 5.776 0.871
O -3.896 4.811 -4.442
H -3.725 4.100 -5.060
H -3.061 4.947 -3.996
O -0.579 -6.656 2.629
H -0.989 -5.795 2.545
H 0.283 -6.552 2.225
O 3.514 6.760 -2.109
H 3.972 6.580 -1.289
H 2.874 6.053 -2.188
O 3.983 -2.366 -5.558
H 3.903 -2.756 -6.428
H 3.258 -2.742 -5.059
O 3.565 -3.571 5.937
H 2.997 -3.099 5.329
H 3.454 -3.116 6.772

Lowest unoccupied orbital energy, eV: 1.741
Electronic energy, a.u.: -3915.13089
Net charge: -1

=====

Record 7
Computed, not measured: a cluster of 6 separate species, C10H30ClO5S2 in total in a non-equilibrium geometry, with ωB97M-V/def2-TZVPD.

Element x y z (Å)
Cl -0.104 0.778 -0.653
C -4.133 1.645 3.033
C -2.869 1.158 2.359
O -2.901 1.501 1.018
H -4.312 1.038 4.034
H -4.971 1.442 2.448
H -4.091 2.825 3.128
H -2.556 0.116 2.391
H -2.149 1.834 2.897
H -2.006 1.407 0.529
C 4.843 0.475 -0.845
C 3.425 0.227 -0.535
O 2.826 1.181 -1.233
H 5.414 -0.291 -1.686
H 5.619 0.282 -0.009
H 5.135 1.521 -1.415
H 3.060 0.349 0.437
H 3.200 -0.859 -0.808
H 1.869 0.998 -1.228
C 0.953 -1.418 3.759
C 0.646 -0.638 2.555
O -0.022 -1.362 1.624
H 0.112 -1.833 4.148
H 1.466 -0.734 4.518
H 1.784 -2.165 3.600
H 1.521 -0.320 2.010
H 0.009 0.457 2.790
H -0.173 -0.928 0.685
C -2.135 1.901 -3.879
S -2.282 3.367 -2.780
O -3.298 4.329 -3.480
C -3.214 2.519 -1.610
H -1.569 1.173 -3.534
H -1.635 2.157 -4.743
H -2.995 1.489 -3.983
H -2.531 1.568 -1.327
H -4.241 2.212 -1.792
H -3.314 3.055 -0.750
C 1.156 -2.433 -2.160
S 0.617 -3.707 -1.134
O 0.735 -4.995 -2.018
C 2.103 -3.675 -0.068
H 0.260 -2.426 -2.909
H 2.153 -2.655 -2.739
H 1.469 -1.592 -1.557
H 2.206 -2.661 0.477
H 3.063 -3.851 -0.279
H 1.855 -4.459 0.714

Energy relative to the best compared isomer or geometry (same formula, charge and spin), kcal/mol: 16.8
Lowest unoccupied orbital energy, eV: 2.889
Electronic energy, a.u.: -2031.60083
Net charge: -1

=====

Record 8
Computed, not measured: a cluster of 8 separate species, H14O7 in total in a non-equilibrium geometry, with ωB97M-V/def2-TZVPD.

Element x y z (Å)
O 1.663 0.364 2.674
O -1.067 -0.753 0.091
O 0.402 -1.584 -3.098
O 2.387 -0.112 0.002
H 1.918 0.640 -0.381
H 1.613 0.781 3.539
H -0.466 -1.349 -0.381
H -0.759 -0.878 1.048
H 0.651 -1.307 -3.987
H -0.138 -0.864 -2.748
H 2.165 -0.007 0.940
H -0.984 0.671 -2.919
O 0.333 1.772 -1.071
O -0.234 -1.045 2.464
O -3.302 1.081 -0.639
H -0.931 -1.074 3.132
H 0.745 -0.174 2.511
H 0.198 2.726 -1.006
H -0.131 1.506 -1.869
H -3.026 1.034 -1.560
H -2.614 0.554 -0.203

Energy relative to the best compared isomer or geometry (same formula, charge and spin), kcal/mol: 254.1
Lowest unoccupied orbital energy, eV: -6.838
Electronic energy, a.u.: -534.71896

=====

Record 9
Computed, not measured: a structure of composition C4H11NO in a non-equilibrium geometry, with ωB97M-V/def2-TZVPD.

Element x y z (Å)
C 0.038 -0.403 -1.637
O -0.698 0.852 -1.528
C 0.613 -0.887 -0.342
C -0.030 -1.033 0.800
C 0.258 0.712 1.775
N -0.278 1.624 1.001
H -0.631 -1.185 -2.010
H 0.838 -0.075 -2.297
H -0.619 1.065 -0.551
H 1.670 -1.089 -0.489
H 0.547 -3.604 -0.271
H -1.105 -1.155 0.720
H 0.433 -1.510 1.647
H 1.352 0.603 1.856
H -0.259 0.268 2.629
H 0.408 -4.330 -0.344
H 0.177 2.520 1.127

Energy relative to the best compared isomer or geometry (same formula, charge and spin), kcal/mol: 140.3
Lowest unoccupied orbital energy, eV: -0.666
Electronic energy, a.u.: -288.79351

=====

Record 10
Computed, not measured: a structure of composition C16H15FeNO5 in a non-equilibrium geometry, with ωB97M-V/def2-TZVPD.

Element x y z (Å)
C -1.332 -2.463 1.534
C -0.082 -1.732 1.836
C 0.602 -0.571 1.760
Fe 3.120 0.083 -0.215
C 2.667 1.697 0.596
O 2.301 2.660 1.166
C 1.788 0.316 -1.371
O 0.881 0.602 -2.048
C 4.486 -0.643 1.048
C 4.961 -0.464 -0.300
C 4.135 -1.304 -1.159
C 3.173 -1.973 -0.342
C 3.411 -1.596 1.025
H -1.553 -3.039 2.436
H -2.156 -1.804 1.274
H -1.176 -3.184 0.723
H 0.573 -2.466 2.334
H 0.520 0.356 1.164
H 1.566 -0.558 2.323
H 4.929 -0.212 1.944
H 5.759 0.200 -0.658
H 4.314 -1.427 -2.218
H 2.477 -2.752 -0.650
H 2.949 -2.081 1.906
C -2.695 0.206 -1.555
C -3.516 1.139 -2.131
C -4.004 2.238 -1.373
N -4.997 3.049 -1.964
O -5.507 4.012 -1.352
O -5.340 2.738 -3.138
C -3.617 2.362 -0.009
C -2.719 1.488 0.560
C -2.157 0.368 -0.204
O -1.207 -0.382 0.163
H -2.320 -0.665 -2.089
H -3.781 1.045 -3.184
H -4.039 3.181 0.565
H -2.415 1.573 1.602

Energy relative to the best compared isomer or geometry (same formula, charge and spin), kcal/mol: 29.3
<S²>: 6.091
Lowest unoccupied orbital energy (spin up / spin down), eV: 4.057 / 3.403
Electronic energy, a.u.: -2313.02956
Spin multiplicity: 5
Net charge: -2

=====

Record 11
Computed, not measured: the molecule C6H7N in a non-equilibrium geometry, with ωB97M-V/def2-TZVPD.

Element x y z (Å)
N 0.166 3.745 -0.390
C 0.021 2.631 -0.113
C -0.210 1.224 0.215
C 0.935 0.312 -0.243
C 0.735 -1.162 -0.052
C -0.410 -1.894 0.033
C -1.695 -1.264 -0.032
H -0.345 1.128 1.298
H 1.129 0.466 -1.314
H 1.867 0.599 0.257
H 1.670 -1.716 0.045
H -0.274 -2.968 0.196
H -1.144 0.884 -0.238
H -2.447 -1.984 0.337

Energy relative to the best compared isomer or geometry (same formula, charge and spin), kcal/mol: 110.1
Lowest unoccupied orbital energy (spin up / spin down), eV: -1.315 / -1.331
Electronic energy, a.u.: -287.41173

=====

Q: electronic energy of number 11 (C6H7N)?
A: -287.41173 a.u.

=====

Q: Among the records above, which one has the lowest electronic energy?
A: C40H113BN9O24

=====

Copy entry 10 word for word.
Computed, not measured: a structure of composition C16H15FeNO5 in a non-equilibrium geometry, with ωB97M-V/def2-TZVPD.

Element x y z (Å)
C -1.332 -2.463 1.534
C -0.082 -1.732 1.836
C 0.602 -0.571 1.760
Fe 3.120 0.083 -0.215
C 2.667 1.697 0.596
O 2.301 2.660 1.166
C 1.788 0.316 -1.371
O 0.881 0.602 -2.048
C 4.486 -0.643 1.048
C 4.961 -0.464 -0.300
C 4.135 -1.304 -1.159
C 3.173 -1.973 -0.342
C 3.411 -1.596 1.025
H -1.553 -3.039 2.436
H -2.156 -1.804 1.274
H -1.176 -3.184 0.723
H 0.573 -2.466 2.334
H 0.520 0.356 1.164
H 1.566 -0.558 2.323
H 4.929 -0.212 1.944
H 5.759 0.200 -0.658
H 4.314 -1.427 -2.218
H 2.477 -2.752 -0.650
H 2.949 -2.081 1.906
C -2.695 0.206 -1.555
C -3.516 1.139 -2.131
C -4.004 2.238 -1.373
N -4.997 3.049 -1.964
O -5.507 4.012 -1.352
O -5.340 2.738 -3.138
C -3.617 2.362 -0.009
C -2.719 1.488 0.560
C -2.157 0.368 -0.204
O -1.207 -0.382 0.163
H -2.320 -0.665 -2.089
H -3.781 1.045 -3.184
H -4.039 3.181 0.565
H -2.415 1.573 1.602

Energy relative to the best compared isomer or geometry (same formula, charge and spin), kcal/mol: 29.3
<S²>: 6.091
Lowest unoccupied orbital energy (spin up / spin down), eV: 4.057 / 3.403
Electronic energy, a.u.: -2313.02956
Spin multiplicity: 5
Net charge: -2